Run 1
{
  "formula": "H4O2",
  "method": "ωB97M-V/def2-TZVPD",
  "charge": 0,
  "species": ["H", "H", "H", "H", "O", "O"],
  "positions_angstrom": [[-1.31, -0.55, 0.63], [-1.04, 0.79, -0.14], [1.53, 0.67, 0.13], [0.49, -0.48, -0.17], [-1.11, -0.19, -0.26], [1.43, -0.24, -0.19]],
  "mulliken_charge": [0.37, 0.35, 0.28, 0.42, -0.73, -0.69]
}

Run 2
{
  "formula": "H4O2",
  "method": "ωB97M-V/def2-TZVPD",
  "charge": 0,
  "species": ["O", "H", "H", "O", "H", "H"],
  "positions_angstrom": [[-1.31, 0.65, 1.01], [-0.98, 0.60, 1.91], [-0.55, 0.39, 0.45], [0.74, -0.39, -0.83], [1.27, 0.08, -1.48], [0.83, -1.32, -1.06]],
  "mulliken_charge": [-0.65, 0.32, 0.37, -0.66, 0.31, 0.31]
}

Run 3
{
  "formula": "H4O2",
  "method": "ωB97M-V/def2-TZVPD",
  "charge": 0,
  "species": ["H", "H", "H", "H", "O", "O"],
  "positions_angstrom": [[-2.01, -0.79, 0.01], [-0.63, -0.11, -0.04], [1.38, 0.93, 0.13], [2.23, -0.41, 0.41], [-1.57, 0.11, 0.02], [1.45, -0.06, -0.08]],
  "mulliken_charge": [0.33, 0.35, 0.34, 0.33, -0.65, -0.70]
}

Which of them is the least stable? Correct choice: run 1.

Run 1
{
  "formula": "H4O2",
  "method": "ωB97M-V/def2-TZVPD",
  "charge": 0,
  "species": ["H", "H", "H", "H", "O", "O"],
  "positions_angstrom": [[-1.75, 0.89, -0.12], [-0.57, -0.22, 0.10], [1.80, 0.74, 0.37], [1.97, -0.72, 0.17], [-1.57, -0.11, 0.02], [1.39, 0.02, -0.08]],
  "mulliken_charge": [0.31, 0.39, 0.32, 0.33, -0.67, -0.68]
}

Run 2
{
  "formula": "H4O2",
  "method": "ωB97M-V/def2-TZVPD",
  "charge": 0,
  "species": ["H", "H", "H", "H", "O", "O"],
  "positions_angstrom": [[1.10, 0.83, -1.37], [1.75, 0.64, -0.08], [-0.75, -0.12, 0.19], [-1.56, -1.02, 1.33], [1.03, 0.22, -0.57], [-1.59, -0.54, 0.50]],
  "mulliken_charge": [0.33, 0.33, 0.39, 0.31, -0.69, -0.66]
}

Which of them is the least stable? Correct choice: run 2.